DFT (ωB97M-V with the def2-TZVPD basis set) results for a structure of composition C4H9O2PS in a non-equilibrium geometry.

Calculated values
gap between HOMO and LUMO: 9.867 eV
energy above the lowest of the compared OMol25 structures with the same formula, charge and spin: 270.52 kJ/mol
largest force on an atom: 3.14 eV/Å
highest occupied orbital energy: -9.051 eV

Last column: natural (NBO) charge in e.
Element x y z (Å)
C -2.563 0.677 2.487  -0.2340
C -1.768 0.130 3.179  -0.2435
C 1.122 2.115 -1.807  -0.2851
C 0.925 -2.418 0.212  -0.2224
O 1.201 0.762 -1.653  -0.7854
O 1.137 -1.147 -0.406  -0.8379
P 0.542 0.354 -0.174  1.2984
S -1.482 -0.039 -0.791  -0.4134
H -3.091 1.402 1.913  0.2381
H -1.142 -0.424 -2.029  0.1517
H -1.073 -0.525 3.698  0.2384
H 1.290 2.349 -2.795  0.1915
H 2.101 2.446 -1.462  0.1795
H 0.214 2.537 -1.421  0.1836
H 0.543 -2.377 1.189  0.1715
H 1.839 -2.907 0.147  0.1897
H 0.204 -2.934 -0.287  0.1793